# 1
The following is a quantum chemistry calculation of 13 unconnected molecules or ions with the total composition C47H94O21S5 in a non-equilibrium geometry, from the OMol25 dataset.

```
! RIJCOSX wB97M-V def2-TZVPD def2/J DEFGRID3
* xyz 0 1
C -0.38 -0.51 5.28
H -0.02 -1.74 3.57
H -1.69 5.74 -2.20
H 0.71 -5.19 -3.47
C -4.07 -3.47 -0.38
C 2.83 3.66 -0.50
H -4.52 -3.84 0.53
O 0.55 1.49 3.78
O 0.73 -5.44 2.43
O -0.85 -4.71 -1.48
H -5.40 3.86 -4.10
C 4.13 -5.63 -2.10
C 3.83 1.36 -3.95
C -7.65 4.03 -1.51
H 0.47 -1.13 -3.42
C 3.44 -4.28 -1.80
H -7.81 2.99 -1.22
C -1.33 1.52 -0.28
H -1.87 0.61 -0.05
S -4.99 4.46 -1.85
C 5.07 1.91 2.88
C -2.06 -1.10 3.61
H -2.14 -5.01 0.87
H -8.58 4.57 -1.30
H -2.39 -1.71 2.77
H -6.92 -0.22 0.15
C 5.76 -4.43 1.10
H 2.81 -4.36 0.36
H 7.22 -5.35 -0.12
H -0.65 4.64 3.89
H 3.37 0.87 3.78
H 2.16 -6.73 3.97
H 3.36 -5.48 4.33
O 2.11 -3.74 3.05
H 2.24 2.75 -4.18
H -1.04 -6.31 1.01
C -1.56 6.01 2.38
O 3.44 -8.09 -1.49
H -2.03 2.07 -0.92
H 2.07 1.65 -2.80
C 2.39 1.76 -3.84
H 7.68 -4.83 1.52
H 4.93 -5.90 -1.41
H -0.47 -5.07 -4.80
C 1.88 -5.97 -0.69
O -3.98 3.63 -1.26
H 0.30 -4.13 0.88
C -1.11 4.80 -2.07
H -1.90 4.12 -1.71
H 5.31 0.74 1.15
H -1.80 -5.72 2.51
H -3.02 -3.69 -0.45
O -3.66 -1.30 -1.24
H -6.01 0.35 -1.18
H -1.05 0.29 2.19
H -2.56 5.04 -4.29
C -1.77 4.33 -4.52
H -1.29 6.09 4.48
C 5.38 -3.06 1.64
C -1.40 -5.42 1.55
H 4.19 -3.54 -1.57
O 0.26 -1.31 -0.22
H 3.42 6.19 1.82
H 6.10 -2.66 2.37
O -3.47 2.75 2.19
C 0.58 -3.15 -4.36
C -0.68 4.38 -3.45
C 3.73 5.33 1.26
H 6.72 0.72 2.22
H 2.95 -0.26 0.98
H 1.62 -3.31 -4.59
C 7.17 -4.55 0.61
H -2.91 -1.06 4.31
H 5.30 -2.36 0.78
H -0.29 -3.72 2.52
O 5.70 2.93 2.91
H 1.99 -6.51 0.24
H -6.19 4.13 0.16
H -6.51 5.71 -0.57
C 2.59 4.90 0.44
C -6.44 4.65 -0.75
O -4.64 5.77 -2.33
H 3.88 3.52 -0.72
H -1.04 -0.42 6.14
H -6.44 1.45 0.12
O 5.01 -5.34 1.04
H -0.33 4.97 -1.33
O 4.42 0.67 -3.15
C -6.10 0.43 -0.09
H 2.10 -1.76 1.49
O -4.73 -1.39 0.74
H -0.55 6.38 2.03
H 4.35 -3.20 1.96
C -2.03 4.99 1.40
H 1.79 1.14 -4.52
H 0.66 -0.49 5.60
C 0.01 -4.52 -3.98
S -1.33 -4.20 -2.76
C 1.99 -0.70 1.31
H -2.49 1.05 2.91
C 2.41 -4.54 -0.62
C 3.70 1.88 3.47
S -3.41 4.19 2.35
C 1.84 -4.92 2.99
H 1.58 -3.82 -0.68
H -5.84 2.54 -3.00
H -1.10 2.12 0.60
H -0.21 0.41 -1.70
H -2.71 3.77 4.68
H -4.83 0.35 1.75
C -4.14 -1.94 -0.34
C -5.90 3.62 -3.15
H 0.86 -2.41 -2.29
H 0.85 -5.99 -1.03
H 0.28 1.95 -1.71
C -7.32 4.10 -2.98
H -3.91 0.36 0.26
H -2.29 6.83 2.45
H -1.30 4.24 1.13
H -2.16 3.30 -4.49
O 0.44 4.10 -3.72
C -0.07 1.21 -1.01
C -1.73 0.32 3.07
H -3.63 5.24 4.31
H 4.60 5.58 0.67
S 2.85 -6.86 -1.90
H 3.62 2.62 4.28
C 5.63 0.69 2.18
H 7.64 -3.67 0.18
H -0.99 -2.57 4.84
H 2.31 3.82 -1.45
H 2.35 2.80 0.00
H 3.42 -6.31 2.82
C -4.83 0.04 0.71
H -1.34 4.59 -5.50
H 5.32 -0.22 2.72
C -0.13 -4.53 1.78
H 5.54 1.65 -5.07
C -1.18 -2.37 -2.85
O -2.63 -4.66 -3.18
H 4.15 1.31 -6.15
H 2.82 -4.03 -2.67
H 0.14 -2.83 -5.32
O -4.64 4.96 2.10
C 2.73 -5.91 3.55
H -1.45 -1.95 -1.88
O 1.54 5.47 0.48
C -1.46 5.34 3.75
C -2.81 4.60 4.00
H -7.44 5.10 -3.36
O -1.33 1.94 5.24
H 4.41 -5.81 -3.16
O 0.97 0.84 -0.12
C 4.49 1.83 -5.25
O 2.10 -6.84 -3.15
C -0.81 -1.62 4.31
H -4.56 -3.77 -1.35
H 1.60 -0.28 2.23
C 0.92 -0.46 0.27
H 4.25 2.87 -5.37
C 0.28 -2.17 -3.20
H 2.98 2.19 2.72
H -2.51 5.39 0.49
H -7.99 3.47 -3.61
H 4.03 4.54 1.94
S -0.68 1.03 4.35
H -1.81 -2.03 -3.68
*
```

- electronic energy (eV) = -147436.6173
- HOMO energy (eV) = -9.5
- F_max (eV Å⁻¹) = 3.704


# 2
The following is a quantum chemistry calculation of 7 unconnected molecules or ions with the total composition C47H99N7O6 in a non-equilibrium geometry, from the OMol25 dataset.

```
! RIJCOSX wB97M-V def2-TZVPD def2/J DEFGRID3
* xyz 6 1
H -0.74 1.80 -3.48
H -5.22 -3.41 4.85
H -2.39 4.01 -2.20
C 3.06 2.98 6.96
H -0.64 3.06 3.53
C -2.81 3.77 -1.22
C -4.43 2.34 -2.00
H 0.68 3.69 -6.00
H 1.95 7.50 -4.51
H -6.05 0.16 0.09
H -4.60 0.22 3.18
H 1.60 1.33 1.82
H -1.90 3.73 -0.63
H 0.48 6.72 -3.75
C 0.77 0.15 4.04
H -1.18 -7.26 1.55
H 0.02 -7.96 -1.59
H -7.09 -3.14 5.91
C 0.23 -3.58 -3.37
H -8.18 -3.15 4.54
C -0.27 -7.38 0.95
H -2.85 -2.31 1.98
C 2.39 5.63 -3.77
H 1.78 -4.08 5.28
H -3.92 -0.04 -2.99
H 2.74 4.00 6.76
H 1.09 1.88 -4.94
C 0.93 -3.17 2.33
H 0.67 2.03 5.85
H -0.53 1.89 2.19
H -5.94 -3.28 3.22
H 2.90 3.81 2.69
H 3.01 1.61 2.83
C 0.03 -6.89 -1.47
H 0.21 6.34 -6.19
O -6.52 -1.77 4.53
H 3.49 3.18 0.38
H -3.95 -3.40 1.87
C 1.43 -3.46 -4.02
H -4.42 -0.52 1.68
C 0.99 -0.75 -6.52
N 2.18 4.25 -4.50
H 4.42 2.33 -8.25
C 0.20 1.40 -3.10
H -0.47 -8.40 0.64
N -4.22 -0.14 -2.03
H -0.48 0.31 5.70
H -4.74 -1.00 -1.90
C 4.99 4.36 -8.08
H 4.09 3.44 -4.66
O -1.81 -1.20 0.99
H 0.25 1.57 -2.03
N -3.46 -2.86 2.56
H 0.85 0.24 -6.09
H -2.90 -3.62 2.92
H 2.87 2.12 -6.42
H -1.28 -0.98 -5.05
H 2.61 -2.69 -5.59
C -0.34 -4.14 -1.00
O 1.06 -4.57 2.59
H 3.90 4.99 -5.45
C 1.41 1.85 -3.90
H 4.53 1.63 7.83
H 0.09 4.58 -4.60
H 2.20 1.10 -3.83
H 1.98 6.17 -6.34
C 4.52 3.05 -7.44
H -5.13 3.17 -1.97
C 1.36 2.44 5.12
C -1.45 1.00 3.83
C 3.49 3.98 -5.39
H -4.48 2.27 -3.09
C 1.97 3.18 -3.38
H 5.41 2.65 -6.96
O -3.24 2.40 -1.28
C -7.57 -2.50 5.17
H 0.44 -6.18 -3.52
H 5.11 5.06 -7.26
H -0.02 -2.82 2.73
H -8.26 -1.88 5.75
H 2.88 1.11 5.80
C -0.58 -1.76 -4.79
H 1.76 -2.61 2.75
H 5.14 3.11 7.05
C 1.11 5.95 -5.72
H -6.05 0.95 -2.32
H -1.01 -1.04 4.60
H 1.21 3.56 -2.70
H 2.12 5.45 -2.73
C 2.14 3.38 2.04
C -4.84 -0.71 2.67
H 3.54 2.45 4.85
H -3.70 -1.56 4.18
C -5.47 1.04 -0.17
N 0.94 1.70 3.77
H 0.13 -0.76 -7.19
H -6.04 1.86 0.28
H 3.97 -5.53 5.44
N 0.67 -5.80 4.95
H 3.46 5.86 -3.74
H 0.22 -0.28 -0.42
C -0.47 2.01 3.27
C -0.66 -0.01 4.67
C 1.99 1.95 2.63
H 1.26 3.51 4.93
H 2.54 3.54 -7.35
H -2.27 1.45 4.40
H 2.23 -4.11 -3.70
H 0.78 -6.79 4.79
H 0.31 -5.64 5.88
H 2.35 -5.99 3.06
H -5.86 -0.86 2.33
H 4.52 3.27 8.64
C -5.55 -2.72 4.07
C 2.94 -5.82 5.62
H -0.79 -4.79 1.03
H 5.94 4.08 -8.53
C 0.17 -5.94 -2.50
H -0.40 -3.08 -0.81
H 4.41 4.71 -8.94
C 1.67 -2.59 -5.08
C -1.07 -0.79 0.14
H 2.32 2.62 7.67
C 0.92 4.50 -5.31
C 1.96 -5.06 4.85
H 1.62 -0.21 4.62
C 2.44 3.41 0.55
H 2.87 2.98 -2.80
C 0.05 -4.57 -2.26
C -5.18 1.02 -1.67
C -0.55 -5.12 0.03
H -1.75 -2.62 -3.32
H 0.87 -0.39 3.10
H 0.10 0.35 -3.35
O -1.25 -0.94 -1.05
H -0.10 -5.49 4.38
H -4.46 1.03 0.24
H 2.22 4.41 0.18
H 0.66 -7.22 1.50
N -0.28 -6.48 -0.19
C 4.38 2.70 7.72
H -3.52 4.51 -0.86
H 3.11 -4.45 3.04
C -4.36 -1.94 3.40
C 2.83 2.18 5.63
N 0.64 -1.75 -5.45
H 2.00 -0.97 -6.86
O 0.13 -0.40 0.53
H 2.69 -5.76 6.68
C 1.38 6.58 -4.36
H -2.04 0.61 3.00
H -3.45 -0.09 -1.38
C -0.79 -2.74 -3.80
H 0.77 -3.04 1.26
H 2.92 -6.89 5.40
H 1.12 3.78 2.04
H 1.82 2.71 -0.02
C 3.25 3.11 -6.65
C 2.17 -4.94 3.29
*
```

- electronic energy (eV) = -72992.9751
- HOMO energy (eV) = -20.6
- F_max (eV Å⁻¹) = 5.264


Number 1: frontier orbital gap 9.854 eV. Number 2: frontier orbital gap 6.536 eV.